C2H4OSSi | ωB97M-V with the def2-TZVPD basis set

```
9
Properties=species:S:1:pos:R:3:mulliken_charge:R:1
C 0.10 0.27 0.85 -0.48
C 0.60 -0.98 1.01 -0.18
O -0.34 -0.62 -1.67 -0.44
Si -0.51 0.79 -0.93 0.50
S 0.40 -2.24 -0.13 0.16
H 0.06 1.14 1.49 0.36
H 1.08 -1.38 1.85 0.33
H -1.82 1.48 -0.81 -0.12
H 0.41 1.53 -1.66 -0.13
```

Properties
Kohn-Sham gap (alpha / beta): 6.538 / 6.546 eV
relative energy (zero: lowest compared OMol25 entry of this formula, charge and spin): 2.904 eV

C2H4OSSi | ωB97M-V with the def2-TZVPD basis set

```
9
Properties=species:S:1:pos:R:3:mulliken_charge:R:1
C -1.14 0.59 -0.68 -0.55
C 1.09 1.39 -0.13 -0.35
O 0.97 -1.19 0.12 -0.29
Si -0.81 -1.00 0.12 0.49
S 1.93 0.08 0.27 0.27
H -1.76 1.36 -0.37 0.36
H 1.75 2.24 -0.09 0.28
H -0.89 -1.16 1.49 -0.14
H -1.13 -2.30 -0.73 -0.07
```

Properties
Kohn-Sham gap (alpha / beta): 7.439 / 7.438 eV
relative energy (zero: lowest compared OMol25 entry of this formula, charge and spin): 5.685 eV

C2H4OSe | ωB97M-V with the def2-TZVPD basis set

```
8
Properties=species:S:1:pos:R:3:mulliken_charge:R:1
C -1.32 -1.21 0.81 0.19
C 0.75 0.00 0.39 -1.02
O -1.32 -2.00 1.70 -0.36
Se 0.33 1.76 0.68 0.00
H -2.00 -0.77 -0.01 0.26
H 1.24 -0.45 1.16 0.39
H 1.02 -0.44 -0.48 0.46
H -0.33 1.95 -0.47 0.08
```

Properties
Kohn-Sham gap (alpha / beta): 7.890 / 7.886 eV
relative energy (zero: lowest compared OMol25 entry of this formula, charge and spin): 3.354 eV

C2H4OSi | ωB97M-V with the def2-TZVPD basis set

```
8
Properties=species:S:1:pos:R:3:mulliken_charge:R:1
C 0.31 0.84 0.14 0.11
C -0.13 1.33 1.43 -0.31
O 1.10 0.89 1.34 -0.31
Si -0.34 -0.91 -0.47 0.37
H 0.54 1.62 -0.55 0.37
H -1.64 -0.36 -0.68 -0.07
H -0.18 -2.10 0.51 -0.05
H 0.35 -1.30 -1.71 -0.09
```

Properties
Kohn-Sham gap (alpha / beta): 8.325 / 8.792 eV
multiplicity: 3
relative energy (zero: lowest compared OMol25 entry of this formula, charge and spin): 2.740 eV
<S²>: 2.005

C2H4P2 | ωB97M-V with the def2-TZVPD basis set

```
8
Properties=species:S:1:pos:R:3:mulliken_charge:R:1
C -1.42 0.05 -0.64 -0.21
C -0.51 0.23 0.42 -0.42
P -2.22 -0.37 0.78 -0.03
P 1.64 -0.88 0.32 -0.01
H -1.51 -0.05 -1.65 0.39
H -0.09 1.21 0.89 0.26
H 2.06 0.36 0.78 0.01
H 2.05 -0.55 -0.91 0.01
```

Properties
Kohn-Sham gap: 7.313 eV
relative energy (zero: lowest compared OMol25 entry of this formula, charge and spin): 3.148 eV

C2H4P2S2 | ωB97M-V with the def2-TZVPD basis set

```
10
Properties=species:S:1:pos:R:3:mulliken_charge:R:1
C -0.61 -0.38 1.80 -0.35
C 0.73 -0.76 -0.05 -0.51
P -1.11 -0.56 0.11 0.02
P 1.05 -0.80 1.82 -0.03
S -1.23 1.55 -0.38 -0.13
S -0.70 1.38 -2.42 -0.20
H 0.67 1.24 -2.21 0.16
H -1.11 0.04 2.60 0.47
H 0.99 -1.72 -0.56 0.33
H 1.34 0.00 -0.71 0.23
```

Properties
Kohn-Sham gap: 8.022 eV
relative energy (zero: lowest compared OMol25 entry of this formula, charge and spin): 1.519 eV

Number 1: DFT total energy -22895.871 eV. Number 2: DFT total energy -22893.090 eV. Number 3: DFT total energy -69528.134 eV. Number 4: DFT total energy -12056.656 eV. Number 5: DFT total energy -20711.653 eV. Number 6: DFT total energy -42385.304 eV.